Molecular formula: C17H27ClN2O3S2
Method: DFT, ωB97M-V/def2-TZVPD

Positions of all 52 atoms, in Å:
C -0.6498 -0.7528 -3.2428
C -1.8211 -0.0550 -2.5686
S -1.5562 1.7393 -2.5661
C -3.0618 2.2532 -1.6706
C -4.2593 2.3920 -2.5951
C -2.7768 3.5779 -0.9591
O -3.1967 4.6247 -1.4200
N -2.0752 3.5525 0.2105
C -1.8795 4.8229 0.8911
C -1.3723 2.4081 0.7566
C 0.1443 2.5810 0.6895
O 0.8116 1.4223 1.1465
C 0.8208 0.3574 0.2001
C 0.0982 -0.8779 0.7305
N 0.9711 -1.7926 1.4466
C 1.1923 -1.5151 2.8546
C 1.6463 -2.7019 0.7034
O 1.5860 -2.7161 -0.5196
C 2.4936 -3.7146 1.4076
C 3.8818 -3.8989 1.0970
C 4.6322 -3.0309 0.1349
C 4.4121 -4.9460 1.7804
S 3.2654 -5.7439 2.7762
C 2.0441 -4.6462 2.2911
Cl 0.4377 -4.8239 2.8696
H -0.8050 -1.8317 -3.2443
H -0.5416 -0.4209 -4.2757
H 0.2879 -0.5576 -2.7214
H -2.7520 -0.2775 -3.0910
H -1.9277 -0.3920 -1.5337
H -3.2598 1.4812 -0.9243
H -5.1539 2.6470 -2.0248
H -4.0840 3.1824 -3.3204
H -4.4375 1.4550 -3.1232
H -2.7722 5.4326 0.7832
H -1.6945 4.6272 1.9475
H -1.0373 5.3845 0.4800
H -1.6696 2.2576 1.7998
H -1.6430 1.5113 0.2058
H 0.4332 2.8213 -0.3399
H 0.4663 3.3989 1.3348
H 0.3475 0.6890 -0.7281
H 1.8574 0.0984 -0.0292
H -0.7039 -0.5693 1.4042
H -0.3316 -1.4287 -0.1051
H 1.9734 -2.1570 3.2499
H 1.4937 -0.4738 2.9813
H 0.2760 -1.6855 3.4235
H 4.5901 -1.9826 0.4380
H 5.6783 -3.3283 0.0829
H 4.1908 -3.0974 -0.8588
H 5.4303 -5.2998 1.7450

Output
**2S+1**: 1
**LUMO energy**: 0.56 eV
**E_tot**: -61383.0875 eV
**ΔE to the lowest compared entry with this formula, charge and spin**: 15.19 kJ/mol



Molecular formula: C17H27IrN2O2P
Method: DFT, ωB97M-V/def2-TZVPD

Positions of all 50 atoms, in Å:
C -2.3371 0.4129 -3.2406
C -1.9625 -0.7483 -2.5714
C -1.1699 -0.7040 -1.4123
C -0.8733 0.5589 -0.8562
C -1.1641 1.7255 -1.5852
C -1.9302 1.6522 -2.7506
C -0.7006 -1.9900 -0.8241
C -0.0488 -2.9448 -1.8658
N 1.3688 -2.8010 -2.0427
Ir -0.2034 0.8089 1.0567
C -0.6753 3.0380 -1.0726
P 0.5994 2.5850 0.1798
H -2.2850 -1.7174 -2.9568
H -2.1927 2.5771 -3.2674
H -2.9438 0.3587 -4.1464
H -1.4496 3.6378 -0.5686
H -0.2021 3.6593 -1.8432
H -0.0280 -1.8137 0.0231
H -1.5553 -2.5352 -0.3928
H -0.2070 -3.9704 -1.4845
C 0.7278 3.9526 1.3146
C 2.0798 2.4152 -0.8308
H -0.5241 -2.8591 -2.8563
C 1.9010 -2.1565 -3.2064
C 2.2290 -3.0002 -0.9083
H 1.5311 0.7139 1.4977
H 1.9902 -2.8773 -4.0393
H 1.2453 -1.3339 -3.5449
H 2.9028 -1.7565 -2.9805
H 3.1737 -3.4663 -1.2400
H 2.4971 -2.0465 -0.4068
H 1.7216 -3.6443 -0.1735
H 2.3604 3.4043 -1.2138
H 2.8731 2.0089 -0.1952
H 1.8874 1.7311 -1.6678
H 0.2623 4.8366 0.8632
H 0.2284 3.6841 2.2559
H 1.7947 4.1364 1.4867
H 1.3043 -0.0562 1.4504
O -1.0216 2.1178 3.7615
C -1.0433 0.8969 3.8181
C -1.3942 -0.0036 4.9957
C -1.2026 -1.4289 4.5081
C -0.7170 -1.3178 3.0637
O -0.3610 -2.2293 2.3332
N -0.7126 0.0430 2.7637
H -0.7425 0.2285 5.8435
H -2.4260 0.1816 5.3045
H -0.4607 -1.9803 5.0923
H -2.1441 -1.9835 4.5322

Output
**2S+1**: 6
**LUMO energy (alpha / beta)**: -5.20 / -9.64 eV
**E_tot**: -37248.8858 eV
**Total charge**: +2
**ΔE to the lowest compared entry with this formula, charge and spin**: 28.72 kJ/mol



Molecular formula: C17H27N2O2S6SbSiZr
Method: DFT, ωB97M-V/def2-TZVPD

Positions of all 57 atoms, in Å:
Zr 0.2800 0.5782 -0.4399
C -3.3048 1.7935 5.6117
Si -2.8533 0.3252 4.5215
C -4.2337 -0.9525 4.6357
C -1.2833 -0.4226 5.2172
C -2.7948 0.9481 2.7493
C -3.8113 1.8059 2.3439
C -3.8368 2.3588 1.0711
C -2.7956 2.0642 0.2181
N -1.8109 1.2368 0.5679
C -1.8108 0.6546 1.7844
S -0.4923 -0.4500 1.9755
H -3.5171 1.4738 6.6350
H -4.1780 2.3345 5.2424
H -2.4715 2.4983 5.6370
H -4.3675 -1.3108 5.6595
H -3.9965 -1.8119 4.0038
H -5.1864 -0.5427 4.2927
H -1.4311 -0.6541 6.2764
H -0.4480 0.2739 5.1268
H -1.0100 -1.3361 4.6912
H -4.6054 2.0596 3.0396
H -4.6277 3.0267 0.7599
H -2.7339 2.4826 -0.7777
S 2.3610 1.1246 -2.0316
Sb 0.7535 0.6852 -3.7155
S -0.9361 -1.6121 -1.2472
S -0.9188 1.7522 -2.3861
S 0.0181 -1.6331 -3.0972
C 3.0064 -1.4022 2.8241
C 3.2117 -2.3713 1.6657
S 1.7600 -2.2923 0.5897
O 1.8959 -0.8933 0.0208
C 2.3334 -3.3392 -0.7604
C 2.1462 -4.8150 -0.4564
H 3.8786 -1.3960 3.4779
H 2.1303 -1.6794 3.4120
H 2.8494 -0.3939 2.4404
H 3.3099 -3.4055 2.0016
H 4.0733 -2.0980 1.0548
H 3.3681 -3.0630 -0.9686
H 1.7140 -3.0079 -1.5977
H 2.7561 -5.1408 0.3883
H 2.4347 -5.4060 -1.3254
H 1.1008 -5.0311 -0.2342
O 1.0388 2.0615 0.8334
N 0.3094 2.8743 1.6448
C 0.3905 2.7064 3.0076
C -0.2899 3.5442 3.8348
C -1.0663 4.6096 3.3101
C -1.0336 4.8063 1.9117
C -0.3416 3.9645 1.0961
H 0.9924 1.8713 3.3284
H -0.2137 3.3825 4.9024
H -1.6154 5.2763 3.9586
H -1.5597 5.6380 1.4612
H -0.2676 4.0499 0.0222

Output
**2S+1**: 2
**LUMO energy (alpha / beta)**: 2.29 / 2.29 eV
**E_tot**: -105856.8633 eV
**Total charge**: -1
**ΔE to the lowest compared entry with this formula, charge and spin**: 0.00 kJ/mol



Molecular formula: C17H27N3O4
Method: DFT, ωB97M-V/def2-TZVPD

Positions of all 51 atoms, in Å:
C -6.8885 -0.6661 0.1488
C -5.7404 -1.6603 0.2523
O -4.5251 -1.1108 -0.2503
C -3.8123 -0.3364 0.6058
O -4.1475 -0.1304 1.7498
C -2.6238 0.1840 -0.0385
N -2.3239 -0.1034 -1.3481
C -1.2035 0.5417 -1.7193
C -0.6247 0.4103 -3.0787
C -0.7367 1.2573 -0.6198
C 0.4849 2.0867 -0.6473
O 0.9018 2.6275 -1.6574
N 1.1174 2.2010 0.5495
C 2.4157 2.8241 0.6551
C 3.5649 1.8863 0.2643
C 3.6673 0.6290 1.1431
N 3.5998 -0.5884 0.3520
C 2.2624 -0.8731 -0.1376
C 2.3062 -2.1039 -1.0416
O 2.8172 -3.2276 -0.3649
C 4.1064 -2.9531 0.1300
C 4.0994 -1.7478 1.0703
C -1.6409 1.0354 0.4487
C -1.6164 1.6185 1.8182
H -7.8084 -1.1356 0.4852
H -7.0123 -0.3367 -0.8804
H -6.6846 0.1990 0.7749
H -5.9277 -2.5450 -0.3606
H -5.5905 -1.9544 1.2963
H -2.8885 -0.7035 -1.9275
H -1.3991 0.5215 -3.8359
H 0.1270 1.1812 -3.2207
H -0.1592 -0.5681 -3.2056
H 0.8321 1.5895 1.2954
H 2.5447 3.1788 1.6809
H 2.4154 3.6796 -0.0244
H 3.4292 1.5829 -0.7735
H 4.4941 2.4534 0.3175
H 4.6307 0.6217 1.6577
H 2.8836 0.6391 1.9231
H 1.8962 -0.0260 -0.7168
H 1.5605 -1.0640 0.6970
H 1.3006 -2.3744 -1.3689
H 2.9318 -1.8807 -1.9189
H 4.4315 -3.8521 0.6563
H 4.7908 -2.7483 -0.7068
H 5.1189 -1.5467 1.4063
H 3.4743 -1.9816 1.9517
H -2.6229 1.6134 2.2283
H -0.9946 1.0199 2.4862
H -1.2332 2.6365 1.7989

Output
**2S+1**: 1
**LUMO energy**: 0.67 eV
**E_tot**: -30728.4701 eV
**ΔE to the lowest compared entry with this formula, charge and spin**: 17.77 kJ/mol



Molecular formula: C17H27O9Tl
Method: DFT, ωB97M-V/def2-TZVPD

Positions of all 54 atoms, in Å:
Tl 2.0027 -3.2174 -0.7031
C 0.7190 0.7068 0.2797
O 1.2648 -0.5784 0.3525
H -0.3645 0.6726 0.3932
H 1.1386 1.4112 0.9980
H 1.1100 1.0705 -0.6705
O -5.0319 0.4205 1.9200
C -3.8328 0.2377 2.3016
O -3.1629 1.1699 3.0054
C -1.9398 0.6540 3.5667
C -1.8582 -0.7698 2.9744
C -3.0864 -1.1143 2.1246
H -1.8868 0.5717 4.6523
H -1.1402 1.2957 3.1965
H -2.0236 -1.3291 3.8952
H -0.8808 -1.1128 2.6349
H -3.8068 -1.8361 2.5094
H -2.9465 -1.4292 1.0905
O -0.8240 -2.6576 -1.7813
C -1.6542 -2.1360 -2.5000
O -2.6399 -2.8316 -3.0393
C -3.5526 -1.9716 -3.7413
C -3.1330 -0.5280 -3.3633
C -1.6327 -0.7040 -3.0400
H -4.5640 -2.2316 -3.4292
H -3.5522 -2.0315 -4.8296
H -3.7932 -0.1984 -2.5611
H -3.2884 0.2481 -4.1127
H -1.0857 -0.0916 -2.3231
H -0.8702 -0.9677 -3.7729
O 0.3154 1.3319 5.8299
C 1.0728 0.7864 5.0258
O 1.2379 -0.4938 5.0375
C 2.1617 -0.8367 4.0543
C 2.9719 0.4046 3.7206
C 1.9679 1.5887 4.0972
H 1.5376 -1.2327 3.2533
H 2.8192 -1.5666 4.5266
H 3.3128 0.3757 2.6856
H 3.8808 0.4690 4.3188
H 1.3779 1.8934 3.2329
H 2.3788 2.3851 4.7176
O 1.9266 -1.1857 -3.0210
C 2.4156 -0.1836 -3.5503
O 2.4008 0.0649 -4.8925
C 2.6334 1.4716 -5.1108
C 2.3467 2.0748 -3.7898
C 2.8830 1.0513 -2.8316
H 2.0272 1.8419 -5.9375
H 3.7019 1.5748 -5.3000
H 1.2942 2.3176 -3.6433
H 2.9041 3.0113 -3.7777
H 2.7792 1.0870 -1.7472
H 3.9689 1.0470 -2.9255

Output
**2S+1**: 1
**LUMO energy**: -12.81 eV
**E_tot**: -41164.1090 eV
**Total charge**: +2
**ΔE to the lowest compared entry with this formula, charge and spin**: 87.03 kJ/mol



> The highest 2S+1 belongs to which entry?

C17H27IrN2O2P